DFT (ωB97M-V/def2-TZVPD) results for a 4-piece molecular cluster, C20H49N3O9S overall in a non-equilibrium geometry.

For the LUMO energy, the calculation gives 0.026 Ha. For the orbital gap, the calculation gives 0.351 Eh. The calculation puts the strongest force on any atom at 3.31 eV Å⁻¹. The calculation puts the electronic energy at -55262.8348 eV.

Atoms and positions in Å:
C  -1.205  -2.669  -1.581
C  -1.807  -2.250  -0.250
O  -1.011  -1.273  0.440
O  -0.148  -1.997  1.363
S  0.030  -0.959  2.638
O  0.933  -1.648  3.542
O  0.909  0.161  1.841
C  1.139  1.275  2.740
C  1.815  2.424  2.018
C  1.029  3.017  0.856
C  0.965  2.173  -0.405
O  2.296  1.804  -0.780
C  2.608  0.484  -0.895
C  4.046  0.214  -0.535
O  1.800  -0.377  -1.291
H  -0.865  -1.784  -2.113
H  -1.977  -3.164  -2.175
H  -0.383  -3.367  -1.454
H  -2.778  -1.778  -0.417
H  -1.952  -3.097  0.421
H  0.179  1.590  3.162
H  1.766  0.934  3.568
H  1.942  3.199  2.779
H  2.817  2.131  1.704
H  1.527  3.948  0.563
H  0.019  3.295  1.163
H  0.299  1.317  -0.319
H  0.562  2.799  -1.205
H  4.181  0.396  0.531
H  4.695  0.895  -1.086
H  4.291  -0.810  -0.801
C  -5.708  1.071  2.507
C  -4.637  -0.013  2.438
C  -4.199  -0.550  3.807
O  -3.350  0.310  4.540
C  -3.999  1.341  5.258
N  -3.503  0.477  1.651
H  -5.287  2.036  2.788
H  -6.173  1.197  1.530
H  -6.490  0.815  3.224
H  -5.067  -0.863  1.899
H  -3.612  -1.457  3.641
H  -5.068  -0.832  4.417
H  -4.964  1.007  5.650
H  -4.148  2.234  4.645
H  -3.356  1.608  6.096
H  -2.846  -0.286  1.508
H  -2.995  1.137  2.234
C  2.864  -3.279  1.431
C  2.584  -4.123  0.195
C  2.306  -5.601  0.492
O  3.446  -6.371  0.817
C  3.882  -6.274  2.159
N  3.678  -3.941  -0.768
H  3.882  -3.420  1.799
H  2.748  -2.224  1.192
H  2.172  -3.512  2.240
H  1.675  -3.726  -0.264
H  1.901  -6.059  -0.415
H  1.545  -5.703  1.277
H  3.036  -6.165  2.844
H  4.571  -5.439  2.303
H  4.410  -7.197  2.397
H  3.437  -4.391  -1.646
H  4.482  -4.459  -0.425
C  1.090  3.419  -4.384
C  -0.349  2.932  -4.521
C  -0.992  3.241  -5.879
O  -1.379  4.588  -6.064
C  -0.346  5.471  -6.455
N  -1.135  3.452  -3.398
H  1.138  4.491  -4.197
H  1.572  2.922  -3.541
H  1.671  3.199  -5.282
H  -0.333  1.842  -4.431
H  -1.918  2.665  -5.954
H  -0.340  2.919  -6.702
H  0.370  4.976  -7.118
H  0.185  5.884  -5.595
H  -0.811  6.295  -6.995
H  -2.057  3.028  -3.401
H  -1.308  4.439  -3.563